Record 1
Here is C21H23ClIN4OSr as an isolated structure from the Open Molecules 2025 dataset. Energies are from ωB97M-V/def2-TZVPD.

Each line ends with the Löwdin charge.
Element x y z (Å)
I (1.39722, -0.85446, 3.22962)  0.63
Sr (-1.56727, 0.17432, 2.12352)  1.35
Cl (0.36792, 0.97239, -5.43082)  0.68
O (-0.68720, 1.39976, 0.32630)  -0.36
N (-2.82901, -2.17116, 2.17935)  -0.01
N (1.61151, 2.28419, 1.39726)  0.02
N (4.23072, 3.42268, 1.69716)  -0.05
N (-0.97280, -1.49945, 0.25444)  -0.02
C (3.07626, 4.02022, 2.34177)  -0.19
C (2.76627, 1.70889, 0.65023)  -0.14
C (-0.39546, -5.17267, 0.62223)  -0.05
C (0.18107, 0.87728, 3.98206)  -0.72
C (0.04529, 1.07895, -3.73180)  -0.67
C (-3.76723, -2.49870, 3.04041)  -0.13
C (-0.71818, -1.27396, -0.98213)  -0.07
C (-4.03770, -3.81552, 3.44865)  -0.03
C (-0.24618, -3.83447, 0.20517)  -0.01
C (-0.48332, 0.00712, -1.62447)  -0.12
C (-2.06789, -3.17202, 1.64048)  -0.17
C (-0.22454, -0.05350, -3.00399)  -0.06
C (-1.37856, -5.51600, 1.50074)  -0.02
C (1.76618, 3.75017, 1.60927)  -0.11
C (-1.07927, -2.84797, 0.66579)  -0.24
C (0.05432, 2.31906, -3.09934)  -0.08
C (-0.20195, 2.40200, -1.74778)  -0.02
C (-0.47308, 1.26337, -0.96970)  -0.36
C (-2.23272, -4.51917, 2.02850)  -0.14
C (4.04149, 2.00806, 1.42982)  -0.19
C (-3.25860, -4.81814, 2.95239)  0.01
H (-4.83400, -4.00725, 4.15291)  0.11
H (-4.35484, -1.68479, 3.45426)  0.11
H (0.55305, -3.57941, -0.47896)  0.12
H (1.76233, 4.21344, 0.62115)  0.13
H (0.27968, -5.92366, 0.23549)  0.12
H (-0.22827, 3.36689, -1.25511)  0.12
H (4.90408, 1.61159, 0.89730)  0.13
H (2.77488, 2.17288, -0.33722)  0.13
H (0.25328, 3.21208, -3.67679)  0.11
H (1.55109, 1.81471, 2.30710)  0.04
H (-0.23349, -1.01500, -3.50265)  0.12
H (2.58818, 0.63980, 0.54252)  0.10
H (-0.66724, -2.12562, -1.66746)  0.13
H (0.96841, 1.60727, 4.20776)  -0.10
H (-0.08781, 0.49660, 4.97350)  -0.09
H (3.00395, 3.61555, 3.35806)  0.13
H (-3.41113, -5.84620, 3.25675)  0.13
H (-1.51063, -6.54201, 1.81861)  0.12
H (3.98087, 1.48679, 2.39215)  0.11
H (0.68192, 2.05244, 0.92719)  0.09
H (3.22497, 5.09460, 2.43919)  0.13
H (0.89888, 4.10149, 2.16672)  0.13
H (4.49950, 3.93066, 0.86395)  0.12

Its total charge is +1. The calculation puts the energy above the lowest of the compared OMol25 structures with the same formula, charge and spin at 0.000 eV.


Record 2
Here is one molecule with the formula C21H23ClN6O2 in a non-equilibrium geometry from the Open Molecules 2025 dataset. Energies are from ωB97M-V/def2-TZVPD.

Each line ends with the Löwdin charge.
Element x y z (Å)
Cl (-4.08838, 0.71310, -1.87647)  0.70
O (4.60392, 2.43316, -0.58427)  0.09
O (1.85434, 3.28025, -0.53861)  0.09
N (2.59801, -1.96358, 0.13304)  -0.21
N (1.33706, 1.39342, 0.43684)  0.21
N (-3.57197, 1.16039, 1.79869)  0.08
N (-0.26902, -2.24090, -0.28884)  -0.08
N (3.87880, 0.42847, 0.22208)  0.08
N (0.53253, 3.33798, -0.27217)  0.16
C (-3.42006, 2.19873, 0.99411)  -0.17
C (5.13253, -0.28452, 0.22220)  -0.16
C (4.98349, -1.64815, -0.45579)  -0.16
C (-3.85698, -2.45053, 0.50666)  -0.09
C (3.72682, 1.69028, -0.19988)  -0.42
C (-2.19870, 2.58990, 0.46971)  -0.01
C (-4.37455, -1.38517, -0.21030)  -0.13
C (-1.23179, 0.74114, 1.64793)  -0.01
C (-2.13823, -0.88837, -0.98515)  -0.07
C (2.29134, 2.10387, -0.09846)  -0.21
C (-2.50946, -2.74438, 0.48564)  -0.03
C (-2.50245, 0.45171, 2.11425)  -0.14
C (3.93244, -2.53342, 0.22738)  -0.19
C (0.24321, 2.20281, 0.31578)  -0.29
C (1.99541, -2.12009, -1.17748)  -0.16
C (0.40375, -3.01663, 0.72731)  -0.14
C (-1.07382, 1.84136, 0.80770)  -0.16
C (0.60611, -1.50071, -1.17230)  -0.14
C (-1.61028, -1.95857, -0.24953)  -0.23
C (1.66780, -2.29587, 1.20960)  -0.14
C (-3.49306, -0.62520, -0.95638)  -0.67
H (0.19672, -1.52689, -2.18706)  0.13
H (0.69806, -0.45310, -0.85114)  0.10
H (-2.16010, -3.60618, 1.03167)  0.10
H (3.97270, -3.54289, -0.21661)  0.12
H (-2.67705, -0.38912, 2.77227)  0.11
H (5.46183, -0.42585, 1.25872)  0.13
H (-0.37776, 0.14716, 1.93020)  0.10
H (5.87274, 0.33066, -0.29588)  0.12
H (-5.42575, -1.15326, -0.19248)  0.10
H (4.72663, -1.50364, -1.50499)  0.11
H (-4.52346, -3.07034, 1.08734)  0.11
H (1.93791, -3.17714, -1.48760)  0.13
H (2.60915, -1.59161, -1.91028)  0.12
H (-0.25326, -3.14912, 1.58745)  0.11
H (4.19252, -2.61909, 1.28504)  0.12
H (-4.32465, 2.74460, 0.76218)  0.11
H (1.36432, -1.35872, 1.69439)  0.11
H (-2.10612, 3.44329, -0.18174)  0.11
H (2.15842, -2.91882, 1.96235)  0.12
H (5.94429, -2.16285, -0.41674)  0.11
H (-1.50401, -0.24491, -1.57030)  0.10
H (0.66482, -4.01269, 0.34226)  0.13
H (3.06401, -0.15962, 0.39986)  0.10

Its total charge is 0. Its SMILES is O=C(NCCCN1CCN(c2cccc(Cl)c2)CC1)c1nc(-c2ccncc2)no1. The calculation puts the energy above the lowest of the compared OMol25 structures with the same formula, charge and spin at 0.083 eV.


Record 3
Here is a 2-piece molecular cluster, C21H23F8NO6 overall from the Open Molecules 2025 dataset. Energies are from ωB97M-V/def2-TZVPD.

Each line ends with the Löwdin charge.
Element x y z (Å)
F (-0.37214, -0.64750, -3.80913)  0.10
F (-0.88004, 1.01035, -1.77601)  0.08
F (-3.66641, 2.16844, -5.32439)  0.15
F (-2.38093, 2.09318, -2.93939)  0.10
F (-3.03936, 4.75110, -5.77406)  0.10
F (-3.27310, 2.57719, -7.41892)  0.14
F (-1.35400, 3.79270, -4.75779)  0.10
F (0.05823, 1.45043, -4.25133)  0.13
O (-0.61136, 0.19225, 5.02196)  0.04
O (4.71801, -1.84413, 3.03000)  0.13
O (-3.30056, -0.89853, -0.82601)  0.15
O (3.56086, -2.69331, 1.30842)  -0.03
O (-4.30307, -3.23243, 2.78462)  0.16
O (-1.75189, 1.47721, -6.29212)  0.05
N (-3.49657, -2.71361, 0.64421)  0.14
C (-1.42867, 0.27663, 1.44309)  0.07
C (3.56262, -3.87074, 3.41876)  0.02
C (-0.81986, 0.59892, 2.66355)  -0.12
C (-3.56410, -2.60447, 2.10955)  -0.38
C (-1.74823, 0.90833, -2.81987)  -0.30
C (3.44570, -0.34425, 0.48834)  -0.16
C (-3.05632, -1.38383, 0.22852)  -0.37
C (0.17608, 1.72837, 2.72672)  -0.12
C (1.34504, 1.50768, 1.74461)  -0.19
C (-2.69333, 2.46896, -6.20247)  -0.55
C (-2.30596, -0.79509, 1.37438)  -0.09
C (-1.72054, 0.38742, -5.38876)  -0.04
C (4.00385, -2.69814, 2.59392)  -0.53
C (2.62740, 1.10710, 2.45942)  -0.22
C (-2.60442, -1.53004, 2.50518)  -0.10
C (-2.06542, -1.22260, 3.74216)  0.08
C (3.75847, 0.75388, 1.51006)  -0.20
C (2.69964, -1.57789, 0.99441)  -0.16
C (-1.16119, -0.15468, 3.80441)  -0.23
C (-2.05787, 3.83071, -5.90530)  -0.29
C (-0.94648, 0.56305, -4.07348)  -0.44
H (2.91457, -3.54529, 4.22470)  0.09
H (0.57720, 1.75561, 3.73248)  0.10
H (-2.33639, -1.79310, 4.61716)  0.13
H (-1.16882, -0.37870, -5.93077)  0.15
H (-1.18835, 0.84447, 0.55768)  0.12
H (1.10353, 0.72946, 1.02348)  0.09
H (-0.32499, 2.66926, 2.52476)  0.12
H (2.89262, 0.05286, -0.35889)  0.11
H (-2.64049, -3.26363, 0.52184)  0.15
H (-1.39416, 4.11859, -6.72311)  0.18
H (-2.71657, -0.02031, -5.21461)  0.15
H (2.39875, 0.26055, 3.11155)  0.10
H (3.98384, 1.65583, 0.93601)  0.11
H (2.92007, 1.91366, 3.13013)  0.12
H (4.39347, -0.71181, 0.10439)  0.12
H (-0.10481, -0.54369, 5.37767)  0.12
H (4.66324, 0.53460, 2.06448)  0.10
H (1.50252, 2.41287, 1.16074)  0.12
H (3.08073, -4.62572, 2.80966)  0.08
H (2.03861, -1.37840, 1.83625)  0.11
H (4.45430, -4.30413, 3.86000)  0.09
H (2.07098, -1.94589, 0.18925)  0.12
H (-2.47396, 0.13026, -2.59208)  0.14

Its total charge is 0. Its SMILES is CC(=O)OCCCCCCc1cc2c(cc1O)C(=O)NC2=O.FC(F)C(F)(F)COC(F)(F)C(F)F.


Number 1: HOMO level -10.623 eV. Number 2: HOMO level -7.888 eV. Number 3: HOMO level -9.764 eV.